{
  "formula": "C15H19Ge2SbScSe5",
  "method": "the ωB97M-V functional and the def2-TZVPD basis",
  "species": ["Sb", "Se", "Se", "Se", "Se", "Se", "Ge", "Ge", "Sc", "C", "C", "C", "C", "C", "C", "C", "C", "C", "C", "C", "C", "C", "C", "C", "H", "H", "H", "H", "H", "H", "H", "H", "H", "H", "H", "H", "H", "H", "H", "H", "H", "H", "H"],
  "xyz": [[3.159, 4.015, -2.159], [1.429, 2.426, -3.024], [1.666, 5.211, -0.583], [4.519, 5.249, -3.740], [0.494, 2.035, 2.339], [4.243, 2.443, -0.505], [-0.155, 0.370, 0.845], [1.709, -1.141, 0.127], [1.452, 2.465, -0.227], [-3.182, -2.491, 1.768], [-1.589, 2.485, -0.580], [-1.197, 1.145, -0.636], [3.083, -1.103, 1.525], [2.569, -1.011, -1.623], [-1.329, -0.930, 1.781], [0.890, -2.949, 0.192], [-2.027, 1.041, -2.909], [-1.851, -2.238, 3.749], [-1.073, -1.286, 3.103], [-2.907, -2.846, 3.083], [-2.182, 3.098, -1.682], [-1.418, 0.437, -1.826], [-2.395, -1.543, 1.126], [-2.406, 2.379, -2.841], [1.849, -0.980, -2.440], [-2.841, 2.864, -3.706], [3.717, -1.990, 1.453], [0.552, -3.185, 1.203], [2.625, -1.062, 2.515], [3.224, -1.877, -1.751], [1.630, -3.692, -0.119], [3.698, -0.211, 1.400], [0.031, -3.019, -0.477], [-2.622, -1.268, 0.102], [3.163, -0.096, -1.674], [-4.009, -2.954, 1.242], [-1.421, 3.054, 0.329], [-1.079, -0.591, -1.914], [-2.434, 4.150, -1.635], [-3.516, -3.588, 3.586], [-0.262, -0.794, 3.631], [-2.172, 0.482, -3.827], [-1.636, -2.502, 4.779]],
  "charge": -2,
  "multiplicity": 2,
  "lumo_energy_ev": [4.2561, 4.2537],
  "e_above_lowest_ev": 0.494,
  "homo_ev": [0.016, -1.559],
  "gap_ev": [4.2, 5.8]
}

=====

{
  "formula": "C31H60NO9PS",
  "method": "the ωB97M-V functional and the def2-TZVPD basis",
  "species": ["S", "P", "O", "O", "O", "O", "O", "O", "O", "O", "O", "N", "C", "C", "C", "C", "C", "C", "C", "C", "C", "C", "C", "C", "C", "C", "C", "C", "C", "C", "C", "C", "C", "C", "C", "C", "C", "C", "C", "C", "C", "C", "C", "H", "H", "H", "H", "H", "H", "H", "H", "H", "H", "H", "H", "H", "H", "H", "H", "H", "H", "H", "H", "H", "H", "H", "H", "H", "H", "H", "H", "H", "H", "H", "H", "H", "H", "H", "H", "H", "H", "H", "H", "H", "H", "H", "H", "H", "H", "H", "H", "H", "H", "H", "H", "H", "H", "H", "H", "H", "H", "H", "H"],
  "xyz": [[-6.611, -1.340, 0.546], [-1.727, 1.145, -0.933], [3.283, -2.154, 3.641], [-0.666, -4.596, 1.630], [-5.781, 4.054, 3.741], [1.867, -0.111, -2.520], [-2.902, -2.071, -1.314], [-6.322, -0.499, -0.776], [-6.080, -0.651, 1.684], [-8.000, -1.698, 0.549], [6.551, 1.328, -5.677], [-2.301, -3.528, 0.369], [6.239, 1.095, -7.038], [4.101, 0.503, -3.367], [3.958, -3.434, 5.637], [-1.329, -1.396, 0.423], [-3.568, -4.107, 0.807], [7.053, -0.015, -7.683], [-3.472, 1.507, -0.482], [-4.577, -3.049, 1.275], [5.481, -1.094, 3.300], [-7.605, 5.430, 4.665], [-0.171, 0.491, 1.235], [-3.612, 1.672, 1.035], [-7.181, 4.193, 3.892], [0.456, -0.299, 2.199], [2.360, -2.516, -2.326], [-5.599, -2.750, 0.177], [3.773, -3.391, 4.130], [4.087, -1.017, 3.897], [3.166, 0.344, -2.181], [0.220, -1.663, 2.265], [7.887, 1.705, -5.397], [-5.029, 3.954, 4.936], [8.326, 2.992, -6.074], [-5.399, 2.764, 5.804], [1.798, -1.374, -3.155], [-2.273, -2.284, -0.312], [-1.661, 1.444, -3.648], [-1.068, -0.035, 0.306], [-1.161, -3.582, 1.217], [-0.687, -2.183, 1.370], [-1.755, 0.345, -2.582], [-8.693, 5.499, 4.689], [3.615, -0.307, -1.421], [3.021, -3.201, 6.144], [4.280, -4.430, 5.942], [8.117, 0.222, -7.717], [-6.425, 2.823, 6.168], [1.851, -2.575, -1.362], [6.327, 2.021, -7.618], [-3.994, 3.860, 4.608], [3.672, 1.180, -4.106], [9.341, 3.245, -5.766], [5.184, 0.822, -7.040], [-5.117, -3.456, 2.130], [-4.090, -2.137, 1.615], [-4.742, 2.720, 6.674], [-5.296, 1.835, 5.242], [-4.528, 2.208, 1.278], [3.005, 1.313, -1.708], [8.321, 2.907, -7.161], [0.736, -1.546, -3.333], [3.427, -2.398, -2.134], [-5.128, -2.605, -0.794], [-2.703, -0.174, -2.721], [5.058, 0.910, -3.042], [-3.578, 0.712, 1.546], [7.663, 3.813, -5.798], [8.577, 0.889, -5.643], [6.066, -1.908, 3.730], [4.711, -2.723, 5.980], [-6.920, 0.265, -0.781], [4.704, -3.663, 3.620], [-7.612, 3.292, 4.344], [-0.790, 2.079, -3.501], [6.018, -0.164, 3.489], [2.221, -3.462, -2.851], [5.425, -1.252, 2.222], [-1.638, 0.993, -4.642], [-0.944, -0.373, -2.668], [-3.680, 2.471, -0.950], [2.280, -1.339, -4.139], [-6.292, -3.584, 0.081], [6.716, -0.174, -8.708], [-5.094, 4.885, 5.512], [-7.568, 4.248, 2.874], [-4.194, 0.788, -0.877], [4.141, -0.818, 4.974], [0.711, -2.285, 2.999], [6.934, -0.946, -7.128], [-7.253, 5.411, 5.697], [-3.327, -4.795, 1.615], [7.922, 1.830, -4.315], [-2.792, 2.301, 1.393], [4.302, -0.447, -3.864], [3.546, -0.182, 3.450], [-2.560, 2.064, -3.614], [-3.999, -4.700, -0.001], [1.140, 0.150, 2.906], [3.025, -4.126, 3.831], [0.045, 1.551, 1.192], [-7.210, 6.330, 4.193]],
  "charge": 0,
  "smiles": "CCP(CC)c1cccc2c1C(=O)N(CCCS(=O)(=O)O)C2=O.CCOCC.CCOCC.CCOCC.CCOCC",
  "lumo_energy_ev": -0.1868,
  "homo_ev": -7.802,
  "gap_ev": 7.6
}